Record 1
C10H19NOSiSn | ωB97M-V with the def2-TZVPD basis set

Positions of all 33 atoms, in Å:
C (-1.067, -1.969, -0.948)
C (-1.637, -1.036, -1.850)
C (-2.254, 0.007, -1.119)
C (-2.067, -0.236, 0.273)
C (-1.375, -1.519, 0.400)
Sn (0.430, -0.124, 0.329)
N (1.971, -1.302, 0.953)
C (2.389, 0.560, -0.881)
C (1.204, 0.850, -1.580)
H (-2.857, 0.808, -1.544)
H (-1.678, -1.154, -2.934)
H (-2.514, 0.304, 1.105)
H (-1.290, -2.104, 1.316)
H (-0.586, -2.913, -1.190)
H (0.898, 0.232, -2.431)
H (2.952, -0.352, -1.092)
H (1.743, -1.840, 1.815)
H (0.740, 1.848, -1.536)
H (2.878, 1.317, -0.262)
C (1.120, 3.862, 2.575)
Si (0.669, 2.077, 2.976)
C (2.163, 1.193, 3.721)
C (-0.787, 2.017, 4.167)
O (0.151, 1.422, 1.564)
H (1.344, 4.452, 3.472)
H (0.283, 4.346, 2.052)
H (1.999, 3.906, 1.916)
H (2.493, 1.706, 4.640)
H (1.934, 0.152, 3.993)
H (3.018, 1.174, 3.029)
H (-1.678, 2.448, 3.691)
H (-1.027, 0.982, 4.451)
H (-0.596, 2.579, 5.090)

Computed properties:
Frontier orbital gap (spin up / spin down) = 2.5 / 2.4 eV
Energy = -27919.704 eV
Molecular weight = 316.1 g/mol
2S+1 = 1
Total charge = -2

Need the natural (NBO) charges? In units of e they are: atom 1 (C): -0.32, atom 2 (C): -0.31, atom 3 (C): -0.33, atom 4 (C): -0.37, atom 5 (C): -0.49, atom 6 (Sn): 1.66, atom 7 (N): -1.55, atom 8 (C): -0.95, atom 9 (C): -0.62, atom 10 (H): 0.19, atom 11 (H): 0.19, atom 12 (H): 0.22, atom 13 (H): 0.24, atom 14 (H): 0.21, atom 15 (H): 0.21, atom 16 (H): 0.22, atom 17 (H): 0.29, atom 18 (H): 0.20, atom 19 (H): 0.18, atom 20 (C): -1.15, atom 21 (Si): 1.92, atom 22 (C): -1.15, atom 23 (C): -1.14, atom 24 (O): -1.32, atom 25 (H): 0.19, atom 26 (H): 0.22, atom 27 (H): 0.24, atom 28 (H): 0.19, atom 29 (H): 0.24, atom 30 (H): 0.26, atom 31 (H): 0.23, atom 32 (H): 0.23, atom 33 (H): 0.20

=====

Record 2
C10H19NS | ωB97M-V with the def2-TZVPD basis set

Positions of all 31 atoms, in Å:
N (0.962, 0.362, 0.686)
S (-1.729, 0.305, 0.534)
C (0.613, -0.633, 1.454)
C (1.645, -1.567, 2.013)
C (-2.767, -2.233, 2.219)
C (1.262, 2.795, -3.113)
C (0.635, -0.017, -2.145)
C (-0.190, 1.104, 0.079)
C (-0.853, -0.722, 1.761)
C (-1.345, -2.161, 1.677)
C (0.946, 2.450, -1.693)
C (0.031, 1.246, -1.472)
H (1.642, -2.522, 1.477)
H (2.656, -1.171, 1.901)
H (1.440, -1.760, 3.080)
H (-3.444, -1.641, 1.615)
H (-2.815, -1.838, 3.225)
H (-3.101, -3.272, 2.226)
H (1.805, 3.730, -3.149)
H (0.308, 2.981, -3.675)
H (1.889, 2.030, -3.568)
H (0.094, -0.917, -1.778)
H (0.460, 0.026, -3.209)
H (1.705, -0.145, -1.955)
H (-0.208, 2.114, 0.481)
H (-1.058, -0.331, 2.743)
H (-0.696, -2.789, 2.267)
H (-1.344, -2.452, 0.624)
H (0.459, 3.318, -1.189)
H (1.911, 2.260, -1.171)
H (-0.914, 1.450, -1.944)

Computed properties:
Frontier orbital gap = 9.5 eV
Energy = -23003.608 eV
Molecular weight = 185.3 g/mol
SMILES = CC[C@@H]1S[C@H]([C@H](C)CC)N=C1C
2S+1 = 1
Total charge = 0

Need the natural (NBO) charges? In units of e they are: atom 1 (N): -0.41, atom 2 (S): 0.18, atom 3 (C): 0.30, atom 4 (C): -0.67, atom 5 (C): -0.60, atom 6 (C): -0.61, atom 7 (C): -0.62, atom 8 (C): -0.19, atom 9 (C): -0.39, atom 10 (C): -0.40, atom 11 (C): -0.39, atom 12 (C): -0.22, atom 13 (H): 0.23, atom 14 (H): 0.25, atom 15 (H): 0.22, atom 16 (H): 0.21, atom 17 (H): 0.20, atom 18 (H): 0.21, atom 19 (H): 0.21, atom 20 (H): 0.20, atom 21 (H): 0.21, atom 22 (H): 0.21, atom 23 (H): 0.21, atom 24 (H): 0.21, atom 25 (H): 0.21, atom 26 (H): 0.22, atom 27 (H): 0.20, atom 28 (H): 0.21, atom 29 (H): 0.19, atom 30 (H): 0.21, atom 31 (H): 0.20

=====

Record 3
C10H19O2PS | ωB97M-V with the def2-TZVPD basis set

Positions of all 33 atoms, in Å:
C (-1.753, -2.134, 0.410)
C (-0.698, -2.523, -0.017)
C (-1.164, -0.021, 2.400)
C (2.850, 1.861, 1.553)
C (2.437, -0.273, -3.947)
C (-2.998, -1.978, 1.168)
C (-2.729, 0.217, 2.438)
C (-3.353, -0.486, 1.236)
C (3.273, 2.011, 0.109)
C (1.107, -0.399, -3.202)
O (2.735, 1.426, -0.810)
O (1.223, -0.617, -1.766)
P (0.725, 0.577, -0.757)
S (0.113, 2.154, -1.665)
H (-1.031, -0.995, 2.195)
H (-0.892, 0.664, 1.688)
H (-0.631, 0.323, 3.321)
H (3.501, 2.188, 2.213)
H (1.894, 2.531, 1.678)
H (2.590, 0.907, 1.735)
H (1.969, 0.031, -4.905)
H (2.931, 0.550, -3.383)
H (2.941, -1.279, -3.876)
H (-3.725, -2.445, 0.416)
H (-3.105, -2.271, 2.229)
H (-3.024, 1.179, 2.447)
H (-3.160, -0.205, 3.248)
H (-3.017, 0.140, 0.463)
H (-4.343, -0.137, 1.255)
H (0.142, -2.714, -0.586)
H (4.150, 2.626, -0.276)
H (0.528, -1.420, -3.454)
H (0.514, 0.509, -3.558)

Computed properties:
Frontier orbital gap = 8.5 eV
Energy = -34892.286 eV
Molecular weight = 234.3 g/mol
2S+1 = 1
Total charge = 0

Need the natural (NBO) charges? In units of e they are: atom 1 (C): 0.00, atom 2 (C): -0.25, atom 3 (C): -0.60, atom 4 (C): -0.70, atom 5 (C): -0.65, atom 6 (C): -0.51, atom 7 (C): -0.37, atom 8 (C): -0.40, atom 9 (C): 0.47, atom 10 (C): -0.09, atom 11 (O): -0.55, atom 12 (O): -0.84, atom 13 (P): 1.04, atom 14 (S): -0.61, atom 15 (H): 0.21, atom 16 (H): 0.21, atom 17 (H): 0.19, atom 18 (H): 0.22, atom 19 (H): 0.26, atom 20 (H): 0.24, atom 21 (H): 0.22, atom 22 (H): 0.23, atom 23 (H): 0.21, atom 24 (H): 0.25, atom 25 (H): 0.24, atom 26 (H): 0.19, atom 27 (H): 0.17, atom 28 (H): 0.21, atom 29 (H): 0.21, atom 30 (H): 0.24, atom 31 (H): 0.15, atom 32 (H): 0.18, atom 33 (H): 0.21

=====

Record 4
C10H19O3P | ωB97M-V with the def2-TZVPD basis set

Positions of all 33 atoms, in Å:
C (0.112, -1.925, -0.254)
C (-0.731, -0.994, 0.118)
C (0.820, -0.868, 0.508)
C (1.031, -1.193, 1.958)
C (1.488, 0.198, -1.706)
C (3.186, -0.503, 0.014)
C (1.778, 1.507, 0.334)
C (-2.618, 2.167, 1.000)
C (-3.044, -0.515, -2.050)
C (1.808, 0.135, -0.215)
O (-3.074, -0.981, 1.681)
O (-2.340, 1.047, 0.152)
O (-3.357, -1.022, -0.785)
P (-2.459, -0.513, 0.428)
H (0.235, -2.924, -0.607)
H (0.226, -1.872, 2.415)
H (1.454, -0.427, 2.625)
H (2.033, -1.778, 1.955)
H (2.013, 1.137, -1.981)
H (0.442, 0.402, -1.820)
H (1.786, -0.510, -2.370)
H (3.948, -0.342, -0.859)
H (3.631, -0.418, 0.990)
H (3.044, -1.610, 0.017)
H (2.790, 2.058, 0.108)
H (1.872, 1.520, 1.500)
H (0.864, 2.016, -0.112)
H (-3.703, 2.542, 0.943)
H (-2.018, 3.012, 0.788)
H (-2.353, 1.941, 2.174)
H (-3.191, -1.388, -2.752)
H (-1.884, -0.220, -2.051)
H (-3.788, 0.320, -2.147)

Computed properties:
Frontier orbital gap = 10.3 eV
Energy = -26106.898 eV
Molecular weight = 218.2 g/mol
SMILES = COP(=O)(OC)C1=C[C@@]1(C)C(C)(C)C
2S+1 = 1
Total charge = 0

Need the natural (NBO) charges? In units of e they are: atom 1 (C): -0.15, atom 2 (C): -0.43, atom 3 (C): 0.00, atom 4 (C): -0.66, atom 5 (C): -0.60, atom 6 (C): -0.62, atom 7 (C): -0.61, atom 8 (C): -0.24, atom 9 (C): -0.27, atom 10 (C): -0.10, atom 11 (O): -1.06, atom 12 (O): -0.84, atom 13 (O): -0.80, atom 14 (P): 2.39, atom 15 (H): 0.22, atom 16 (H): 0.24, atom 17 (H): 0.23, atom 18 (H): 0.20, atom 19 (H): 0.21, atom 20 (H): 0.21, atom 21 (H): 0.21, atom 22 (H): 0.22, atom 23 (H): 0.22, atom 24 (H): 0.21, atom 25 (H): 0.22, atom 26 (H): 0.22, atom 27 (H): 0.22, atom 28 (H): 0.19, atom 29 (H): 0.19, atom 30 (H): 0.20, atom 31 (H): 0.20, atom 32 (H): 0.19, atom 33 (H): 0.20